Record 1
The following is a DFT calculation (ωB97M-V/def2-TZVPD) of 2 unconnected molecules or ions with the total composition C6H13S.

```
20
Properties=species:S:1:pos:R:3:forces:R:3:mulliken_charge:R:1
C -1.5840 -1.6704 1.0494 0.61 0.27 0.20 -0.782
C -0.5114 -2.5202 1.6477 -0.40 -0.18 0.07 0.172
C 0.1186 -3.5266 1.0608 0.30 0.04 0.13 -0.685
H -1.1304 -0.6787 0.8900 -0.27 -0.16 -0.04 -0.111
H -1.8598 -2.0105 0.0538 -0.20 -0.07 0.05 0.266
H -2.4366 -1.5777 1.7244 -0.17 -0.11 -0.08 0.329
H -0.2239 -2.2578 2.6642 0.05 -0.01 -0.01 0.244
H 0.9299 -4.0288 1.5761 -0.02 -0.07 -0.04 0.231
H -0.0584 -3.8132 0.0322 -0.15 0.03 -0.02 0.222
C -0.1838 3.2059 -1.4114 -0.45 -0.02 0.20 -1.091
C 0.2732 2.6077 -0.0859 -0.01 0.16 0.15 -0.330
C 1.2414 1.4476 -0.2894 0.51 -0.17 -0.10 -0.802
S 0.4644 -0.0588 -0.9602 0.15 0.23 -0.30 -0.615
H 0.6329 3.7272 -1.9137 0.09 -0.10 -0.09 0.280
H -0.9982 3.9271 -1.2750 0.06 0.02 0.04 0.322
H -0.5647 2.3977 -2.0370 0.15 0.02 -0.13 0.289
H 0.7056 3.4075 0.5351 0.18 -0.08 -0.03 0.309
H -0.5841 2.2276 0.4767 -0.10 -0.01 -0.10 0.212
H 1.7567 1.1879 0.6409 -0.22 0.12 0.21 0.262
H 2.0593 1.7734 -0.9479 -0.11 0.10 -0.11 0.278
```
Positions in Å, forces in eV/Å.

Output
M in u: 117.237
LUMO level in eV: 4.1
Kohn-Sham gap in Eh: 0.2333
Multiplicity: 1
Strongest force on any atom in eV Å⁻¹: 0.69
Relative energy (zero: lowest compared OMol25 entry of this formula, charge and spin) in kcal/mol: 8.5
HOMO in eV: -2.247
Charge: -1



Record 2
The following is a DFT calculation (ωB97M-V/def2-TZVPD) of a single C20H30N4O4 molecule.

```
58
Properties=species:S:1:pos:R:3:forces:R:3:mulliken_charge:R:1
C -3.0634 -6.6884 -0.4672 -0.01 -0.19 0.05 -0.839
O -2.9865 -5.3270 -0.8111 0.03 0.30 -0.07 -0.448
C -2.4787 -4.4534 0.1038 0.05 0.12 0.08 0.825
C -2.0178 -4.7979 1.3690 -0.17 -0.19 -0.36 -0.361
C -1.5248 -3.8270 2.2238 0.09 0.20 0.14 -0.775
C -1.4834 -2.4976 1.8275 -0.08 -0.46 -0.03 0.555
N -0.9949 -1.4789 2.6565 -0.21 0.36 -0.21 -0.048
C -0.2924 -1.5674 3.8104 0.03 0.42 0.02 0.410
O -0.0338 -2.5837 4.4161 0.05 -0.24 0.16 -0.670
C 0.1290 -0.1821 4.3134 0.06 -0.12 -0.04 -0.766
N 0.4441 0.7220 3.2153 0.06 0.03 0.21 0.160
C 0.1532 2.1058 3.5559 -0.05 0.09 0.04 -1.226
C 1.8196 0.6018 2.7288 0.15 -0.09 -0.06 0.544
C 2.2635 -0.8402 2.4718 -0.01 0.10 0.12 -1.501
C 1.9329 1.3256 1.3864 -0.08 -0.02 0.27 0.335
O 2.8856 2.0130 1.0803 0.35 0.13 0.04 -0.737
N 0.8777 1.0668 0.5748 -0.36 -0.17 -0.16 0.148
C 0.5860 1.5316 -0.7345 0.36 -0.07 0.48 0.433
O -0.4743 1.2106 -1.2235 -0.47 -0.12 -0.28 -0.687
N 1.5468 2.2848 -1.2750 0.47 0.25 0.00 -0.120
C 1.4625 2.8818 -2.6002 -0.53 -0.21 -0.09 -0.272
C 1.3290 1.8085 -3.6831 0.27 0.17 -0.11 -0.730
C 1.2837 2.4548 -5.0638 -0.25 -0.14 0.05 -0.742
C 0.1218 3.4390 -5.1535 0.28 0.18 -0.09 -0.567
C 0.2470 4.5076 -4.0723 -0.25 -0.15 0.04 -0.755
C 0.2915 3.8639 -2.6904 0.26 0.19 -0.10 -0.690
C -1.9396 -2.1497 0.5558 0.03 -0.13 0.12 -0.445
C -2.4310 -3.1154 -0.2930 -0.04 -0.22 0.01 -0.885
H -3.4947 -7.1873 -1.3338 0.03 -0.01 0.09 0.237
H -2.0733 -7.1094 -0.2641 -0.04 0.02 0.01 0.335
H -3.7112 -6.8485 0.4009 0.04 0.00 -0.02 0.336
H -2.0359 -5.8210 1.7089 -0.02 -0.10 0.00 0.380
H -1.1654 -4.1016 3.2013 0.01 -0.01 0.04 0.486
H -1.1046 -0.5363 2.3004 0.11 -0.21 0.19 0.159
H 0.9515 -0.2995 5.0315 -0.08 -0.08 -0.06 0.306
H -0.7276 0.2221 4.8610 0.07 0.01 -0.02 0.445
H 0.3778 2.7447 2.7030 -0.04 0.08 0.01 0.271
H 0.7391 2.4606 4.4145 0.02 0.01 0.00 0.380
H -0.9064 2.2017 3.7891 -0.01 0.07 0.01 0.401
H 2.5337 1.0724 3.4269 -0.12 0.04 -0.17 0.340
H 2.2818 -1.4206 3.3896 0.03 -0.08 0.07 0.382
H 1.6042 -1.3328 1.7608 -0.04 -0.07 -0.05 0.323
H 3.2697 -0.8267 2.0580 0.05 -0.01 -0.01 0.493
H 0.1401 0.4991 0.9751 0.15 0.21 -0.14 -0.235
H 2.3630 2.4619 -0.6991 -0.13 -0.08 0.02 0.344
H 2.4009 3.4269 -2.7485 -0.05 -0.04 0.03 0.375
H 2.1710 1.1160 -3.6155 -0.02 -0.04 0.05 0.336
H 0.4106 1.2484 -3.5054 0.01 -0.05 0.03 0.323
H 2.2225 2.9825 -5.2508 0.07 0.01 -0.08 0.359
H 1.1774 1.6812 -5.8264 0.09 0.01 -0.04 0.338
H -0.8178 2.8996 -5.0194 -0.09 -0.03 -0.04 0.338
H 0.1051 3.9072 -6.1397 -0.08 -0.03 -0.03 0.302
H 1.1607 5.0848 -4.2353 0.03 0.09 -0.04 0.359
H -0.5979 5.1965 -4.1282 0.05 0.08 -0.01 0.336
H 0.3972 4.6297 -1.9185 -0.02 -0.03 0.06 0.328
H -0.6339 3.3171 -2.5065 -0.02 0.00 0.05 0.285
H -1.9061 -1.1206 0.2260 0.02 0.15 -0.06 0.365
H -2.7846 -2.8568 -1.2779 -0.04 0.04 -0.13 0.429
```
Positions in Å, forces in eV/Å.

Output
SMILES: COc1ccc(NC(=O)CN(C)[C@@H](C)C(=O)NC(=O)NC2CCCCC2)cc1
M in u: 390.484
LUMO level in eV: 0.7
Kohn-Sham gap in Eh: 0.3177
Multiplicity: 1
Strongest force on any atom in eV Å⁻¹: 0.60
Relative energy (zero: lowest compared OMol25 entry of this formula, charge and spin) in kcal/mol: 0.1
HOMO in eV: -7.970
Charge: 0



Record 3
The following is a DFT calculation (ωB97M-V/def2-TZVPD) of a molecular structure, C30H23N3O3STeV.

```
62
Properties=species:S:1:pos:R:3:forces:R:3:lowdin_spin:R:1
V -0.0564 0.4456 0.1738 0.00 -0.02 0.06 1.102
O 3.9541 -1.9113 3.1166 -0.02 0.00 0.00 0.000
C 4.5857 -1.2139 2.1600 -0.01 0.02 -0.02 -0.001
C 5.9815 -1.2272 2.1712 0.01 0.00 0.00 0.000
C 6.6952 -0.5388 1.2132 0.00 0.00 0.00 0.000
C 6.0398 0.1824 0.2158 0.01 -0.01 0.01 0.000
C 4.6620 0.2037 0.2015 0.00 0.01 0.00 0.000
C 3.9145 -0.4823 1.1642 0.01 0.00 0.00 0.000
C 2.4485 -0.4133 1.0979 0.00 -0.01 0.01 -0.003
O 1.9008 0.3259 0.1982 -0.01 0.03 -0.03 -0.002
N 1.7316 -1.1152 1.9425 0.02 0.00 0.00 -0.004
N 0.3860 -0.9129 1.6955 -0.01 -0.01 -0.02 -0.025
C -0.4257 -1.5690 2.4436 0.00 -0.01 0.01 0.043
C -1.8658 -1.4907 2.3430 0.02 0.01 -0.01 -0.002
C -2.6719 -2.2648 3.1824 0.01 0.00 0.00 0.009
C -4.0473 -2.1957 3.0998 -0.02 0.02 -0.01 -0.006
C -4.6401 -1.3402 2.1723 0.01 -0.02 0.02 0.010
C -3.8651 -0.5615 1.3338 0.02 0.03 -0.02 -0.006
C -2.4801 -0.6392 1.4191 -0.06 -0.04 0.01 0.007
O -1.7213 0.1077 0.6082 -0.03 -0.01 0.01 -0.046
H 2.9856 -1.8157 2.9721 0.00 0.00 0.00 0.000
H 6.4776 -1.7921 2.9489 0.00 0.00 0.00 0.000
H 7.7773 -0.5631 1.2392 0.00 0.00 0.00 0.000
H 6.6034 0.7160 -0.5370 0.00 0.00 0.00 0.000
H 4.1249 0.7537 -0.5597 0.00 0.00 0.00 0.000
H 0.0041 -2.2182 3.2023 0.00 0.00 0.00 0.001
H -2.1986 -2.9235 3.9006 0.00 0.00 0.00 0.000
H -4.6619 -2.8001 3.7522 0.00 0.00 0.00 -0.001
H -5.7185 -1.2818 2.1058 0.00 0.00 0.00 0.001
H -4.3042 0.1101 0.6083 0.00 0.00 0.00 0.000
N 0.1540 1.8654 -1.3929 0.11 0.02 0.02 -0.009
C -1.1107 1.8646 -2.0823 -0.02 -0.02 0.00 0.001
C -1.8985 3.0037 -2.0756 0.01 0.01 0.01 -0.001
C -3.1408 2.9787 -2.6890 0.00 0.00 0.00 0.001
C -3.5829 1.8153 -3.3023 0.00 0.00 0.00 -0.001
C -2.7867 0.6804 -3.2963 -0.01 0.00 0.00 0.001
C -1.5370 0.6786 -2.6827 0.00 0.00 0.00 0.000
C -0.6813 -0.5334 -2.6298 0.01 0.00 -0.01 -0.003
C -0.6579 -1.4143 -3.7123 -0.01 0.00 0.00 -0.002
C 0.1163 -2.5614 -3.6684 0.01 0.00 0.00 0.002
C 0.8822 -2.8326 -2.5433 0.00 0.00 0.01 -0.001
C 0.8750 -1.9480 -1.4731 0.00 0.00 -0.02 0.002
C 0.0975 -0.7922 -1.4912 -0.03 -0.02 0.03 -0.027
H 0.4066 2.7951 -1.0629 0.00 0.02 -0.02 0.001
H 0.9045 1.5125 -1.9829 -0.01 -0.01 0.00 0.000
H -1.5365 3.9001 -1.5862 0.00 0.00 0.00 0.000
H -3.7608 3.8650 -2.6836 0.00 0.00 0.00 0.000
H -4.5549 1.7874 -3.7769 0.00 0.00 0.00 0.000
H -3.1490 -0.2333 -3.7499 0.00 0.00 0.00 0.000
H -1.2355 -1.1896 -4.6012 0.00 0.00 0.00 0.000
H 0.1309 -3.2361 -4.5148 0.00 0.00 0.00 0.000
H 1.4932 -3.7258 -2.5035 0.00 0.00 0.00 0.000
H 1.4942 -2.1741 -0.6120 0.00 0.00 0.01 0.000
Te 0.1759 2.6238 1.9150 -0.02 0.03 -0.08 -0.034
C 1.5386 3.7351 0.7700 0.04 -0.06 0.01 -0.001
C 2.8615 3.4747 0.5481 -0.02 0.03 0.01 -0.002
C 3.4790 4.4042 -0.3357 0.01 0.01 0.00 0.000
C 2.6172 5.3592 -0.7800 -0.01 -0.01 -0.02 -0.002
S 1.0525 5.1304 -0.1191 -0.01 0.02 0.04 0.000
H 3.3718 2.6418 1.0088 0.03 0.00 0.00 0.000
H 4.5213 4.3667 -0.6200 0.00 -0.01 0.01 0.000
H 2.8248 6.1855 -1.4405 0.00 0.00 0.00 0.000
```
Positions in Å, forces in eV/Å.

Output
M in u: 684.143
LUMO level (alpha / beta) in eV: -1.1 / -0.8
Kohn-Sham gap (alpha / beta) in Eh: 0.2296 / 0.2447
Expectation value of S²: 0.795
Multiplicity: 2
Strongest force on any atom in eV Å⁻¹: 0.12
Relative energy (zero: lowest compared OMol25 entry of this formula, charge and spin) in kcal/mol: 0.0
HOMO (alpha / beta) in eV: -7.376 / -7.486
Charge: 0



Question: The lowest strongest force on any atom belongs to which entry?
Answer: C30H23N3O3STeV



Question: What is the strongest force on any atom in the second record?
Answer: 0.60 eV Å⁻¹



Question: Which of these has the highest M?
Answer: C30H23N3O3STeV



Question: Among the records above, which one has the highest multiplicity?
Answer: C30H23N3O3STeV